A cluster of 19 separate species, C81H208N8O27 in total, computed with the ωB97M-V functional and the def2-TZVPD basis.

Last columns: bonded neighbours and bond lengths (Å).
Atoms and positions in Å:
1 C 7.124 -31.473 -4.151  O2 1.361, H10 1.128, H11 1.150, H12 1.089
2 O 6.913 -31.931 -2.887  C1 1.361, C3 1.435
3 C 7.352 -33.292 -2.768  O2 1.435, C4 1.543, H13 1.127, H14 1.142
4 C 7.147 -34.029 -1.428  C3 1.543, N5 1.427, H15 1.123, H16 1.102
5 N 5.870 -33.944 -0.797  C4 1.427, C6 1.520, H17 1.011
6 C 5.716 -32.924 0.319  N5 1.520, C7 1.461, H18 1.073, H19 1.087
7 C 4.301 -32.586 0.450  C6 1.461, O8 1.438, H20 1.122, H21 1.088
8 O 3.493 -33.727 0.786  C7 1.438, C9 1.407
9 C 2.215 -33.550 0.223  O8 1.407, H22 1.116, H23 1.084, H24 1.110
10 H 6.303 -31.682 -4.897  C1 1.128
11 H 8.140 -31.813 -4.569  C1 1.150
12 H 7.074 -30.386 -4.133  C1 1.089
13 H 8.441 -33.382 -3.048  C3 1.127
14 H 6.787 -33.810 -3.615  C3 1.142
15 H 7.984 -33.644 -0.785  C4 1.123
16 H 7.412 -35.068 -1.681  C4 1.102
17 H 5.466 -34.812 -0.473  N5 1.011
18 H 6.269 -32.045 0.052  C6 1.073
19 H 5.989 -33.313 1.297  C6 1.087
20 H 3.928 -32.197 -0.534  C7 1.122
21 H 4.133 -31.775 1.155  C7 1.088
22 H 1.504 -34.303 0.638  C9 1.116
23 H 2.215 -33.667 -0.854  C9 1.084
24 H 1.793 -32.569 0.523  C9 1.110
25 C 2.985 -35.903 -8.589  O26 1.430, H34 1.083, H35 1.109, H36 1.144
26 O 4.275 -35.688 -9.168  C25 1.430, C27 1.372
27 C 4.417 -35.169 -10.430  O26 1.372, C28 1.542, H37 1.109, H38 1.106
28 C 5.611 -35.864 -11.116  C27 1.542, N29 1.472, H39 1.099, H40 1.099
29 N 5.914 -35.332 -12.454  C28 1.472, C30 1.458, H41 0.981
30 C 7.285 -35.447 -12.936  N29 1.458, C31 1.493, H42 1.066, H43 1.112
31 C 7.439 -34.674 -14.205  C30 1.493, O32 1.440, H44 1.101, H45 1.141
32 O 6.675 -35.141 -15.332  C31 1.440, C33 1.412
33 C 6.580 -34.206 -16.385  O32 1.412, H46 1.127, H47 1.105, H48 1.121
34 H 2.267 -35.115 -8.782  C25 1.083
35 H 3.250 -36.083 -7.527  C25 1.109
36 H 2.413 -36.827 -8.948  C25 1.144
37 H 4.652 -34.085 -10.461  C27 1.109
38 H 3.535 -35.273 -11.089  C27 1.106
39 H 5.506 -36.955 -11.039  C28 1.099
40 H 6.528 -35.798 -10.514  C28 1.099
41 H 5.347 -35.648 -13.190  N29 0.981
42 H 7.521 -36.448 -13.214  C30 1.066
43 H 8.063 -35.198 -12.182  C30 1.112
44 H 8.496 -34.599 -14.504  C31 1.101
45 H 7.103 -33.603 -14.000  C31 1.141
46 H 7.587 -34.012 -16.855  C33 1.127
47 H 6.033 -33.292 -16.088  C33 1.105
48 H 5.941 -34.709 -17.157  C33 1.121
49 C -5.031 -37.065 -4.448  O50 1.413, H58 1.101, H59 1.066, H60 1.091
50 O -5.213 -36.068 -3.464  C49 1.413, C51 1.392
51 C -5.250 -36.653 -2.201  O50 1.392, C52 1.510, H61 1.069, H62 1.103
52 C -4.743 -35.689 -1.154  C51 1.510, N53 1.450, H63 1.062, H64 1.090
53 N -3.310 -35.580 -1.347  C52 1.450, C54 1.481, H65 1.044
54 C -2.698 -34.529 -0.503  N53 1.481, C55 1.474, H66 1.091, H67 1.114
55 C -1.274 -34.316 -0.816  C54 1.474, O56 1.415, H68 1.071, H69 1.128
56 O -1.053 -34.072 -2.192  C55 1.415, C57 1.421
57 C -0.262 -35.009 -2.910  O56 1.421, H70 1.129, H71 1.138, H72 1.096
58 H -5.003 -36.540 -5.415  C49 1.101
59 H -5.836 -37.762 -4.486  C49 1.066
60 H -4.070 -37.575 -4.365  C49 1.091
61 H -4.676 -37.553 -2.152  C51 1.069
62 H -6.261 -36.998 -1.929  C51 1.103
63 H -5.035 -36.024 -0.189  C52 1.062
64 H -5.224 -34.727 -1.324  C52 1.090
65 H -3.220 -35.256 -2.335  N53 1.044
66 H -2.711 -34.822 0.549  C54 1.091
67 H -3.243 -33.560 -0.570  C54 1.114
68 H -0.631 -35.131 -0.551  C55 1.071
69 H -0.855 -33.421 -0.271  C55 1.128
70 H -0.747 -36.029 -2.912  C57 1.129
71 H 0.770 -35.165 -2.458  C57 1.138
72 H -0.233 -34.857 -3.995  C57 1.096
73 C 5.307 -38.877 -5.741  O74 1.426, H82 1.083, H83 1.105, H84 1.074
74 O 4.713 -39.891 -4.934  C73 1.426, C75 1.440
75 C 5.466 -41.083 -4.639  O74 1.440, C76 1.571, H85 1.125, H86 1.149
76 C 4.496 -42.084 -3.913  C75 1.571, N77 1.473, H87 1.067, H88 1.072
77 N 4.716 -41.998 -2.460  C76 1.473, C78 1.453, H89 1.023
78 C 4.159 -40.775 -1.907  N77 1.453, C79 1.485, H90 1.136, H91 1.093
79 C 4.036 -40.762 -0.427  C78 1.485, O80 1.456, H92 1.116, H93 1.083
80 O 3.108 -41.754 0.098  C79 1.456, C81 1.419
81 C 2.685 -41.524 1.432  O80 1.419, H94 1.129, H95 1.077, H96 1.057
82 H 5.736 -39.239 -6.667  C73 1.083
83 H 6.107 -38.348 -5.192  C73 1.105
84 H 4.486 -38.207 -5.914  C73 1.074
85 H 6.386 -40.925 -4.012  C75 1.125
86 H 5.846 -41.608 -5.588  C75 1.149
87 H 4.831 -43.015 -4.312  C76 1.067
88 H 3.495 -41.888 -4.240  C76 1.072
89 H 4.189 -42.726 -1.969  N77 1.023
90 H 3.169 -40.498 -2.391  C78 1.136
91 H 4.739 -39.923 -2.272  C78 1.093
92 H 3.768 -39.737 -0.075  C79 1.116
93 H 4.990 -41.023 0.015  C79 1.083
94 H 2.237 -42.476 1.841  C81 1.129
95 H 2.016 -40.681 1.461  C81 1.077
96 H 3.547 -41.371 2.024  C81 1.057
97 C 6.009 -43.101 1.394  O98 1.395, H106 1.055, H107 1.115, H108 1.085
98 O 6.005 -41.812 1.927  C97 1.395, C99 1.447
99 C 6.037 -41.718 3.371  O98 1.447, C100 1.511, H109 1.104, H110 1.098
100 C 7.447 -42.001 3.837  C99 1.511, N101 1.462, H111 1.115, H112 1.102
101 N 8.442 -41.159 3.176  C100 1.462, C102 1.475, H113 1.015
102 C 9.749 -41.378 3.824  N101 1.475, C103 1.490, H114 1.091, H115 1.054
103 C 10.728 -40.617 2.999  C102 1.490, O104 1.455, H116 1.115, H117 1.079
104 O 10.896 -41.358 1.757  C103 1.455, C105 1.454
105 C 11.803 -40.652 0.867  O104 1.454, H118 1.109, H119 1.060, H120 1.128
106 H 6.504 -42.969 0.472  C97 1.055
107 H 4.947 -43.422 1.290  C97 1.115
108 H 6.499 -43.844 2.015  C97 1.085
109 H 5.364 -42.482 3.798  C99 1.104
110 H 5.799 -40.711 3.738  C99 1.098
111 H 7.684 -43.087 3.747  C100 1.115
112 H 7.406 -41.735 4.906  C100 1.102
113 H 8.480 -41.427 2.198  N101 1.015
114 H 10.181 -42.378 3.780  C102 1.091
115 H 9.768 -40.938 4.782  C102 1.054
116 H 11.769 -40.544 3.391  C103 1.115
117 H 10.501 -39.574 2.844  C103 1.079
118 H 11.311 -39.713 0.543  C105 1.109
119 H 12.067 -41.347 0.111  C105 1.060
120 H 12.756 -40.416 1.421  C105 1.128
121 C 9.190 -35.552 -4.673  O122 1.391, H130 1.109, H131 1.085, H132 1.127
122 O 8.667 -34.619 -5.562  C121 1.391, C123 1.358
123 C 7.739 -35.163 -6.392  O122 1.358, C124 1.568, H133 1.141, H134 1.073
124 C 7.232 -34.172 -7.497  C123 1.568, N125 1.477, H135 1.044, H136 1.123
125 N 8.288 -34.061 -8.524  C124 1.477, C126 1.430, H137 1.017
126 C 8.181 -32.893 -9.343  N125 1.430, C127 1.468, H138 1.091, H139 1.096
127 C 9.464 -32.539 -9.963  C126 1.468, O128 1.393, H140 1.116, H141 1.109
128 O 10.407 -32.453 -8.941  C127 1.393, C129 1.423
129 C 11.680 -32.018 -9.406  O128 1.423, H142 1.136, H143 1.096, H144 1.067
130 H 9.490 -36.493 -5.177  C121 1.109
131 H 8.379 -35.928 -4.058  C121 1.085
132 H 10.010 -35.089 -4.053  C121 1.127
133 H 6.887 -35.509 -5.716  C123 1.141
134 H 8.138 -35.992 -6.944  C123 1.073
135 H 6.956 -33.227 -7.152  C124 1.044
136 H 6.341 -34.711 -7.918  C124 1.123
137 H 9.141 -33.869 -8.004  N125 1.017
138 H 7.915 -32.086 -8.660  C126 1.091
139 H 7.426 -33.060 -10.120  C126 1.096
140 H 9.407 -31.595 -10.556  C127 1.116
141 H 9.748 -33.305 -10.712  C127 1.109
142 H 12.324 -32.125 -8.476  C129 1.136
143 H 11.628 -30.982 -9.759  C129 1.096
144 H 12.117 -32.625 -10.168  C129 1.067
145 C 1.245 -29.230 3.387  O146 1.401, H154 1.088, H155 1.111, H156 1.085
146 O 1.066 -29.065 2.008  C145 1.401, C147 1.448
147 C 1.446 -27.719 1.632  O146 1.448, C148 1.507, H157 1.112, H158 1.085
148 C 2.817 -27.267 2.061  C147 1.507, N149 1.506, H159 1.061, H160 1.086
149 N 3.864 -28.260 1.628  C148 1.506, C150 1.491, H161 1.003
150 C 5.020 -27.459 1.134  N149 1.491, C151 1.587, H162 1.079, H163 1.084
151 C 6.329 -28.321 0.886  C150 1.587, O152 1.426, H164 1.140, H165 1.133
152 O 6.208 -29.210 -0.222  C151 1.426, C153 1.416
153 C 6.253 -28.687 -1.537  O152 1.416, H166 1.099, H167 1.107, H168 1.070
154 H 0.855 -30.214 3.640  C145 1.088
155 H 0.657 -28.457 3.926  C145 1.111
156 H 2.322 -29.168 3.503  C145 1.085
157 H 0.659 -27.085 2.098  C147 1.112
158 H 1.348 -27.672 0.553  C147 1.085
159 H 2.866 -27.031 3.094  C148 1.061
160 H 2.907 -26.345 1.495  C148 1.086
161 H 3.607 -28.866 0.871  N149 1.003
162 H 5.279 -26.707 1.863  C150 1.079
163 H 4.839 -27.027 0.156  C150 1.084
164 H 6.726 -28.918 1.772  C151 1.140
165 H 7.157 -27.566 0.715  C151 1.133
166 H 6.196 -29.512 -2.260  C153 1.099
167 H 7.120 -28.026 -1.732  C153 1.107
168 H 5.336 -28.172 -1.732  C153 1.070
169 C 3.866 -36.720 0.857  O170 1.397, H178 1.097, H179 1.125, H180 1.119
170 O 4.172 -36.342 -0.453  C169 1.397, C171 1.388
171 C 3.335 -36.816 -1.454  O170 1.388, C172 1.502, H181 1.063, H182 1.127
172 C 3.765 -36.135 -2.722  C171 1.502, N173 1.454, H183 1.101, H184 1.097
173 N 3.577 -34.695 -2.641  C172 1.454, C174 1.457, H185 1.021
174 C 3.767 -34.174 -3.988  N173 1.457, C175 1.579, H186 1.068, H187 1.085
175 C 3.536 -32.613 -4.007  C174 1.579, O176 1.423, H188 1.101, H189 1.064
176 O 3.960 -32.128 -5.275  C175 1.423, C177 1.437
177 C 3.674 -30.724 -5.391  O176 1.437, H190 1.095, H191 1.108, H192 1.088
178 H 4.397 -36.000 1.491  C169 1.097
179 H 4.195 -37.770 1.090  C169 1.125
180 H 2.765 -36.643 1.039  C169 1.119
181 H 2.346 -36.547 -1.172  C171 1.063
182 H 3.368 -37.936 -1.572  C171 1.127
183 H 3.245 -36.437 -3.644  C172 1.101
184 H 4.773 -36.431 -3.037  C172 1.097
185 H 4.357 -34.294 -2.117  N173 1.021
186 H 3.042 -34.568 -4.667  C174 1.068
187 H 4.634 -34.530 -4.536  C174 1.085
188 H 4.170 -32.080 -3.281  C175 1.101
189 H 2.509 -32.459 -3.773  C175 1.064
190 H 4.358 -30.100 -4.806  C177 1.095
191 H 2.621 -30.608 -5.068  C177 1.108
192 H 3.684 -30.606 -6.473  C177 1.088
193 C -1.234 -36.112 4.687  C194 1.480, H197 1.100, H198 1.070, H199 1.111
194 C -1.312 -35.053 3.656  C193 1.480, C195 1.511, O196 1.395, H200 1.139
195 C -0.218 -35.162 2.619  C194 1.511, H201 1.080, H202 1.085, H203 1.071
196 O -2.575 -35.174 3.078  C194 1.395, H204 0.960
197 H -1.640 -36.992 4.167  C193 1.100
198 H -1.862 -35.879 5.522  C193 1.070
199 H -0.207 -36.325 5.056  C193 1.111
200 H -1.123 -34.053 4.169  C194 1.139
201 H -0.325 -34.287 1.995  C195 1.080
202 H -0.317 -36.057 2.013  C195 1.085
203 H 0.709 -35.120 3.154  C195 1.071
204 H -3.245 -34.656 3.532  O196 0.960
205 C 2.595 -32.734 4.596  C206 1.565, H209 1.091, H210 1.096, H211 1.157
206 C 3.995 -33.405 4.393  C205 1.565, C207 1.484, O208 1.433, H212 1.118
207 C 4.508 -33.948 5.675  C206 1.484, H213 1.077, H214 1.124, H215 1.059
208 O 4.139 -34.518 3.502  C206 1.433, H216 0.960
209 H 2.098 -32.407 3.681  C205 1.091
210 H 2.748 -32.012 5.407  C205 1.096
211 H 1.883 -33.439 5.173  C205 1.157
212 H 4.684 -32.603 4.031  C206 1.118
213 H 4.784 -33.161 6.356  C207 1.077
214 H 5.445 -34.531 5.464  C207 1.124
215 H 3.807 -34.605 6.122  C207 1.059
216 H 3.800 -34.199 2.663  O208 0.960
217 C 6.950 -30.048 -10.884  C218 1.471, H221 1.082, H222 1.095, H223 1.108
218 C 6.642 -28.623 -10.687  C217 1.471, C219 1.578, O220 1.425, H224 1.114
219 C 5.282 -28.338 -9.938  C218 1.578, H225 1.079, H226 1.093, H227 1.142
220 O 7.731 -28.081 -9.945  C218 1.425, H228 0.949
221 H 7.806 -30.157 -11.536  C217 1.082
222 H 6.131 -30.496 -11.456  C217 1.095
223 H 7.039 -30.608 -9.932  C217 1.108
224 H 6.716 -28.058 -11.644  C218 1.114
225 H 5.182 -27.273 -9.799  C219 1.079
226 H 5.213 -28.807 -8.954  C219 1.093
227 H 4.411 -28.719 -10.571  C219 1.142
228 H 7.607 -27.159 -9.754  O220 0.949
229 C 0.379 -39.930 -4.768  C230 1.522, H233 1.061, H234 1.116, H235 1.017
230 C 1.179 -38.972 -5.641  C229 1.522, C231 1.510, O232 1.487, H236 1.086
231 C 0.431 -38.458 -6.847  C230 1.510, H237 1.075, H238 1.110, H239 1.083
232 O 1.657 -37.788 -4.879  C230 1.487, H240 0.958
233 H 0.233 -40.882 -5.213  C229 1.061
234 H -0.668 -39.596 -4.574  C229 1.116
235 H 0.901 -39.990 -3.898  C229 1.017
236 H 2.005 -39.489 -6.120  C230 1.086
237 H 0.987 -37.659 -7.303  C231 1.075
238 H -0.595 -38.166 -6.538  C231 1.110
239 H 0.334 -39.330 -7.483  C231 1.083
240 H 2.363 -38.118 -4.323  O232 0.958
241 C 8.507 -38.161 -1.940  C242 1.494, H245 1.095, H246 1.098, H247 1.101
242 C 8.234 -39.580 -1.559  C241 1.494, C243 1.507, O244 1.424, H248 1.116
243 C 8.975 -40.517 -2.477  C242 1.507, H249 1.123, H250 1.094, H251 1.130
244 O 8.587 -39.883 -0.212  C242 1.424, H252 0.960
245 H 9.566 -37.984 -1.720  C241 1.095
246 H 7.929 -37.441 -1.346  C241 1.098
247 H 8.346 -37.968 -3.012  C241 1.101
248 H 7.126 -39.641 -1.678  C242 1.116
249 H 10.046 -40.212 -2.624  C243 1.123
250 H 8.474 -40.575 -3.448  C243 1.094
251 H 9.059 -41.569 -2.073  C243 1.130
252 H 7.956 -39.483 0.391  O244 0.960
253 C -0.133 -38.122 -0.215  C254 1.579, H257 1.112, H258 1.137, H259 1.123
254 C -1.621 -38.642 -0.292  C253 1.579, C255 1.553, O256 1.443, H260 1.100
255 C -2.489 -38.364 0.966  C254 1.553, H261 1.072, H262 1.132, H263 1.082
256 O -2.057 -38.125 -1.566  C254 1.443, H264 0.985
257 H -0.007 -37.113 -0.667  C253 1.112
258 H 0.424 -38.901 -0.827  C253 1.137
259 H 0.259 -38.125 0.837  C253 1.123
260 H -1.622 -39.730 -0.447  C254 1.100
261 H -1.997 -38.948 1.718  C255 1.072
262 H -3.538 -38.734 0.755  C255 1.132
263 H -2.457 -37.334 1.295  C255 1.082
264 H -2.415 -37.220 -1.418  O256 0.985
265 C 7.364 -36.469 1.414  C266 1.540, H269 1.121, H270 1.109, H271 1.054
266 C 7.975 -37.499 2.382  C265 1.540, C267 1.573, O268 1.447, H272 1.150
267 C 8.034 -36.997 3.872  C266 1.573, H273 1.065, H274 1.078, H275 1.119
268 O 7.302 -38.776 2.278  C266 1.447, H276 0.970
269 H 7.818 -35.445 1.454  C265 1.121
270 H 6.280 -36.281 1.552  C265 1.109
271 H 7.491 -36.760 0.408  C265 1.054
272 H 9.037 -37.743 2.016  C266 1.150
273 H 7.201 -37.421 4.383  C267 1.065
274 H 8.078 -35.921 3.920  C267 1.078
275 H 8.894 -37.528 4.352  C267 1.119
276 H 7.744 -39.488 2.767  O268 0.970
277 C 2.257 -30.084 -1.715  C278 1.557, H281 1.058, H282 1.090, H283 1.098
278 C 0.840 -30.602 -2.104  C277 1.557, C279 1.490, O280 1.445, H284 1.126
279 C -0.052 -30.769 -0.923  C278 1.490, H285 1.106, H286 1.121, H287 1.059
280 O 0.242 -29.553 -2.898  C278 1.445, H288 0.960
281 H 2.843 -30.061 -2.596  C277 1.058
282 H 2.694 -30.762 -0.982  C277 1.090
283 H 2.220 -29.070 -1.297  C277 1.098
284 H 0.847 -31.552 -2.707  C278 1.126
285 H -1.078 -30.940 -1.298  C279 1.106
286 H -0.096 -29.918 -0.195  C279 1.121
287 H 0.190 -31.568 -0.271  C279 1.059
288 H -0.390 -29.932 -3.513  O280 0.960
289 C 0.774 -33.613 -6.443  C290 1.563, H293 1.091, H294 1.071, H295 1.097
290 C -0.418 -32.725 -5.960  C289 1.563, C291 1.486, O292 1.447, H296 1.082
291 C -0.161 -31.287 -6.231  C290 1.486, H297 1.116, H298 1.133, H299 1.096
292 O -1.654 -33.045 -6.642  C290 1.447, H300 0.956
293 H 0.720 -33.537 -7.530  C289 1.091
294 H 0.660 -34.597 -6.037  C289 1.071
295 H 1.737 -33.159 -6.177  C289 1.097
296 H -0.554 -32.953 -4.912  C290 1.082
297 H 0.574 -30.846 -5.517  C291 1.116
298 H -1.118 -30.687 -6.148  C291 1.133
299 H 0.151 -31.136 -7.271  C291 1.096
300 H -2.026 -33.879 -6.360  O292 0.956
301 C 4.446 -38.379 4.308  C302 1.505, H305 1.100, H306 1.062, H307 1.108
302 C 3.064 -38.781 4.748  C301 1.505, C303 1.548, O304 1.405, H308 1.097
303 C 2.042 -37.996 3.890  C302 1.548, H309 1.060, H310 1.058, H311 1.099
304 O 3.009 -40.182 4.656  C302 1.405, H312 0.952
305 H 4.442 -37.288 4.162  C301 1.100
306 H 4.701 -38.854 3.393  C301 1.062
307 H 5.206 -38.701 5.046  C301 1.108
308 H 2.967 -38.470 5.795  C302 1.097
309 H 1.990 -38.348 2.892  C303 1.060
310 H 2.352 -36.984 3.893  C303 1.058
311 H 1.028 -37.999 4.315  C303 1.099
312 H 2.148 -40.393 5.001  O304 0.952
313 C 3.556 -25.696 -2.874  C314 1.571, H317 1.088, H318 1.097, H319 1.111
314 C 2.405 -26.729 -2.597  C313 1.571, C315 1.485, O316 1.390, H320 1.126
315 C 1.142 -26.006 -2.302  C314 1.485, H321 1.108, H322 1.083, H323 1.133
316 O 2.259 -27.670 -3.610  C314 1.390, H324 0.984
317 H 3.385 -24.881 -2.174  C313 1.088
318 H 3.395 -25.258 -3.868  C313 1.097
319 H 4.593 -26.081 -2.770  C313 1.111
320 H 2.788 -27.219 -1.658  C314 1.126
321 H 0.782 -25.575 -3.258  C315 1.108
322 H 1.200 -25.199 -1.582  C315 1.083
323 H 0.411 -26.762 -1.879  C315 1.133
324 H 1.495 -28.279 -3.487  O316 0.984

The calculation puts the HOMO-LUMO gap at 8.88 eV. The calculation puts the lowest unoccupied orbital energy at 0.45 eV. Its net charge is 0. The total energy is -154558.24327 eV.

These are the Löwdin partial charges, in e, on atoms 1 to 8:
1. C -0.16
2. O -0.20
3. C -0.19
4. C -0.20
5. N -0.02
6. C -0.14
7. C -0.22
8. O -0.21